Formula: C10H14N2P
Source: OMol25
Level of theory: wB97M-V/def2-TZVPD

Values from the calculation:
* maximum force: 3.6 eV/Å
* orbital gap: 0.2900 Eh
* SMILES: CN1C=P(C)=c2ccccc2=[N+]1C

Geometry as ORCA input:
```
! RIJCOSX wB97M-V def2-TZVPD def2/J DEFGRID3
* xyz 1 1
C -2.704 1.645 0.568
C -3.306 0.460 0.336
C -1.398 1.789 0.279
C -2.596 -0.581 -0.093
C -0.665 0.773 -0.323
C -1.304 -0.472 -0.477
C 1.105 -1.300 -0.131
C 1.216 2.019 -1.483
C 2.794 0.342 0.424
C -0.772 -3.430 0.115
N 0.674 0.978 -0.547
N 1.446 -0.038 -0.137
P -0.307 -1.966 -0.932
H -3.349 2.457 0.845
H -4.361 0.376 0.366
H -0.956 2.813 0.337
H -3.006 -1.539 -0.311
H 1.772 -1.945 0.326
H 0.734 3.070 -1.191
H 2.268 2.286 -1.265
H 1.042 1.527 -2.454
H 3.532 0.326 -0.352
H 2.985 -0.487 1.133
H 2.723 1.291 0.794
H -1.261 -4.198 -0.581
H -1.590 -2.992 0.787
H 0.253 -3.713 0.586
*
```